Entry 1:
Formula: C18H39N4O7P2S4
Source: OMol25
Level of theory: ωB97M-V with the def2-TZVPD basis set

Properties
Total charge: +1
LUMO level (eV): -4.3
E_tot (Eh): -3729.8600

Element x y z (Å)
N1 -2.63780 -3.08375 -3.99389
P1 -1.84799 -2.13934 -2.93171
C1 -2.08657 -2.62134 -1.09930
C2 -3.37078 -2.47567 -0.07599
P2 -5.09541 -1.69720 -0.54020
S1 -5.78837 -0.52578 0.87071
N2 -2.96026 -3.02223 1.30744
C3 -1.52102 -3.51389 1.30182
N3 -1.09769 -3.24084 -0.12979
C4 0.35008 -3.56530 -0.55371
C5 1.27231 -2.37760 0.17768
O1 1.88730 -3.00900 1.35934
C6 2.32739 -1.65121 -0.84613
N4 1.59920 -0.45839 -1.49727
H1 -1.86033 -3.46045 -4.61487
H2 -0.42241 -2.17180 -3.24653
H3 -2.31315 -0.75555 -3.05660
H4 -5.95499 -2.81074 -0.86219
H5 -4.82586 -0.82475 -1.68146
H6 -3.61505 -3.03544 2.14203
H7 -0.88931 -3.96773 2.19339
H8 0.43493 -3.54939 -1.72450
H9 0.58411 -4.64356 -0.11430
H10 0.54836 -1.51600 0.57308
H11 2.24188 -3.93305 1.12178
H12 2.81946 -2.36986 -1.62875
H13 3.18090 -1.16503 -0.17362
H14 0.79119 -0.79467 -2.06959
H15 1.18324 0.16501 -0.77089
C7 4.31950 -3.22491 4.79067
C8 4.89280 -1.91196 5.32179
C9 6.25617 -1.70724 4.66349
S2 6.18070 -2.54460 3.08717
O2 7.11096 -3.65376 3.10978
O3 6.17372 -1.55979 2.02390
C10 4.53050 -3.18769 3.28440
H16 3.26184 -3.33885 5.04562
H17 4.86629 -4.06994 5.22585
H18 4.22433 -1.08587 5.05038
H19 4.97839 -1.91976 6.41290
H20 6.46989 -0.64763 4.50205
H21 7.05715 -2.16353 5.25163
H22 4.45371 -4.17011 2.81543
H23 3.83903 -2.48693 2.80709
C11 -4.36468 4.18641 -2.54884
C12 -4.80271 3.55894 -1.22634
C13 -6.04716 2.71846 -1.50741
S3 -5.92279 2.19586 -3.21126
O4 -6.99537 2.81390 -3.96208
O5 -5.66670 0.77005 -3.25526
C14 -4.40819 3.06226 -3.57312
H24 -3.36603 4.62724 -2.47814
H25 -5.06653 4.97995 -2.83193
H26 -4.00099 2.91491 -0.84501
H27 -5.00331 4.31889 -0.46467
H28 -6.09322 1.83898 -0.86017
H29 -6.96139 3.30861 -1.39980
H30 -4.41964 3.42047 -4.60391
H31 -3.57949 2.36320 -3.42605
C15 2.46565 4.94584 -0.38599
C16 2.49320 3.84644 -1.44672
C17 1.79191 2.62346 -0.85801
S4 0.61379 3.24734 0.33130
O6 1.01776 2.81208 1.65172
O7 -0.72869 3.04383 -0.17544
C18 1.04138 4.96763 0.14854
H32 2.75460 5.91648 -0.79950
H33 3.16597 4.69876 0.42082
H34 1.95394 4.18697 -2.33900
H35 3.51585 3.60557 -1.75345
H36 1.26453 2.05322 -1.62692
H37 2.49555 1.97437 -0.32958
H38 0.95043 5.47934 1.10816
H39 0.35399 5.40769 -0.58008

Results of the Mulliken charge analysis, in e, for atoms 1 through 4: atom 1 (N): -0.70, atom 2 (P): 0.41, atom 3 (C): -0.03, atom 4 (C): -0.01

=====

Entry 2:
Formula: C25H25BrN9O7Sc
Source: OMol25
Level of theory: ωB97M-V with the def2-TZVPD basis set

Properties
LUMO level (eV): -0.9
ΔE to the lowest compared entry with this formula, charge and spin (kcal/mol): 0.0
E_tot (Eh): -5322.0453

Element x y z (Å)
Sc1 0.33601 -0.64818 0.69868
O1 -1.91177 2.96745 -0.94961
C1 -2.49015 2.36125 -2.00721
C2 -3.11963 3.18105 -2.94415
C3 -3.74602 2.62984 -4.04151
C4 -3.76450 1.24792 -4.23095
C5 -3.14664 0.43493 -3.30675
C6 -2.49596 0.96896 -2.18761
C7 -1.82881 0.06892 -1.23056
O2 -1.02265 0.59484 -0.35330
N1 -2.07223 -1.22085 -1.30243
N2 -1.38694 -1.83390 -0.29623
C8 -1.64897 -3.04084 -0.00133
C9 -1.00269 -3.56329 1.20563
C10 -1.22934 -4.85129 1.66547
C11 -0.63137 -5.25230 2.84931
C12 0.17278 -4.35737 3.53403
C13 0.35894 -3.09243 2.99923
N3 -0.21633 -2.69669 1.86718
H1 -1.49270 2.26343 -0.41552
H2 -3.10126 4.25017 -2.78000
H3 -4.22735 3.28053 -4.76058
H4 -4.25554 0.81951 -5.09372
H5 -3.14334 -0.63959 -3.42629
H6 -2.37393 -3.63126 -0.55462
H7 -1.86479 -5.51931 1.10035
H8 -0.79017 -6.25232 3.23041
H9 0.66095 -4.62846 4.45885
H10 1.00484 -2.37137 3.48537
Br1 -3.67162 -0.94834 1.79958
C14 -2.49733 -0.15253 3.04948
C15 -3.04275 0.20858 4.27295
C16 -2.22999 0.85893 5.18216
C17 -0.92501 1.14332 4.82240
C18 -0.47920 0.73594 3.57934
N4 -1.23935 0.06524 2.69714
C19 0.92807 1.09365 3.13932
O3 1.63170 1.74809 3.87800
O4 1.23532 0.65903 1.96527
H11 -4.07841 -0.00984 4.48440
H12 -2.62028 1.15569 6.14676
H13 -0.23717 1.67921 5.45955
C20 1.46610 0.30497 -2.24831
N5 1.79687 0.58247 -0.81843
C21 1.65286 2.05722 -0.60872
N6 2.48476 2.82888 -1.51638
C22 2.11918 2.48918 -2.89107
N7 2.30396 1.06198 -3.16601
C23 3.70467 0.72242 -2.91129
N8 4.09790 1.02644 -1.53445
C24 3.24582 0.26498 -0.63397
C25 3.88037 2.45413 -1.29707
H14 0.42544 0.58112 -2.42249
H15 1.59450 -0.76268 -2.42710
H16 1.92854 2.27615 0.42111
H17 0.61157 2.32536 -0.77018
H18 2.74045 3.06596 -3.57852
H19 1.07193 2.75075 -3.05743
H20 4.33810 1.29085 -3.59453
H21 3.85329 -0.34298 -3.09777
H22 3.51089 0.47544 0.40158
H23 3.40128 -0.79257 -0.83802
H24 4.51589 3.02707 -1.97481
H25 4.15629 2.69111 -0.26827
O5 2.96163 -3.48688 0.13427
N9 2.22028 -2.55510 0.28542
O6 2.30270 -1.74555 1.25524
O7 1.27036 -2.29706 -0.53131

Results of the natural (NBO) charge analysis, in e, for atoms 1 through 4: atom 1 (Sc): 1.73, atom 2 (O): -0.69, atom 3 (C): 0.43, atom 4 (C): -0.30

=====

| no. | orbital gap (eV) |
| --- | --- |
| 1 | 7.6 |
| 2 | 7.5 |